Computed, not measured: a 2-piece molecular cluster, C2H4N2O overall at a distorted geometry, with wB97M-V/def2-TZVPD.

Each line ends with the natural charge from an NBO analysis.
Atoms and positions in Å:
C1 -3.88712 0.05899 -0.62156  0.07
C2 -0.21370 0.37385 -1.06768  -0.08
N1 -4.76780 0.30745 -0.00363  -0.36
N2 -0.91365 -0.13118 1.07357  -0.29
O1 -0.09770 -0.43674 0.03574  -0.28
H1 -0.89968 1.27285 -1.13616  0.18
H2 0.59785 0.41104 -1.82572  0.19
H3 -2.63389 -0.05959 -1.06371  0.26
H4 -0.89292 -0.98769 1.72524  0.31

Calculated values
lowest unoccupied orbital energy (alpha / beta) = -0.48 / -0.58 eV
relative energy (zero: lowest compared OMol25 entry of this formula, charge and spin) = 154.14 kcal/mol

Computed, not measured: an isolated molecule of C2H4N2O, with wB97M-V/def2-TZVPD.

Each line ends with the natural charge from an NBO analysis.
Atoms and positions in Å:
N1 -0.64244 -0.22954 2.06633  -0.66
C1 -0.54587 -0.49044 0.83004  0.28
N2 0.25091 0.28535 -0.01091  -0.65
C2 0.29423 -0.01067 -1.32521  0.29
O1 1.09290 0.88562 -1.91429  -0.69
H1 -1.26580 -0.89648 2.51571  0.35
H2 -1.03537 -1.29383 0.27468  0.18
H3 0.74009 1.07146 0.42245  0.40
H4 1.11135 0.67853 -2.85880  0.50

Calculated values
lowest unoccupied orbital energy = 0.97 eV
relative energy (zero: lowest compared OMol25 entry of this formula, charge and spin) = 34.68 kcal/mol

Computed, not measured: an isolated molecule of C2H4N2O at a distorted geometry, with wB97M-V/def2-TZVPD.

Each line ends with the natural charge from an NBO analysis.
Atoms and positions in Å:
C1 2.00366 0.30117 0.86291  0.06
C2 0.10965 0.79288 -0.43763  -0.29
N1 3.72757 -0.23052 -0.80876  -0.02
N2 2.87032 -0.10932 -0.04103  -0.03
O1 0.70190 0.13791 0.69997  -0.51
H1 2.19523 0.28121 1.94273  0.21
H2 0.41150 1.93430 -0.64435  0.19
H3 -1.02467 0.99136 -0.24353  0.20
H4 0.26886 0.11720 -1.33910  0.19

Calculated values
lowest unoccupied orbital energy = 0.53 eV
relative energy (zero: lowest compared OMol25 entry of this formula, charge and spin) = 83.05 kcal/mol

Computed, not measured: a 3-piece molecular cluster, C2H4N2O2 overall at a distorted geometry, with wB97M-V/def2-TZVPD.

Each line ends with the natural charge from an NBO analysis.
Atoms and positions in Å:
N1 0.86585 1.21606 0.14242  -0.62
C1 0.29516 -0.13589 1.68765  0.69
O1 0.04064 0.36400 2.69309  -0.52
O2 -0.95187 -1.28754 0.75357  -0.51
C2 -0.65400 -1.12786 -0.45976  0.43
N2 -0.64500 0.09786 -0.98777  -0.62
H1 0.14882 1.85827 -0.20237  0.36
H2 1.42564 0.96395 -0.67878  0.34
H3 -0.30439 -2.00684 -1.03497  0.12
H4 -0.22136 0.06269 -1.92512  0.34

Calculated values
lowest unoccupied orbital energy (alpha / beta) = -2.03 / -1.30 eV
relative energy (zero: lowest compared OMol25 entry of this formula, charge and spin) = 154.00 kcal/mol

Computed, not measured: an isolated molecule of C2H4N2O2 at a distorted geometry, with wB97M-V/def2-TZVPD.

Each line ends with the natural charge from an NBO analysis.
Atoms and positions in Å:
O1 -2.91674 -1.09825 -0.12108  -0.36
N1 -2.40719 -0.01474 0.02892  0.63
O2 -2.82750 1.11140 -0.12438  -0.37
N2 -1.14566 -0.04827 0.70689  -0.26
C1 -0.09575 -0.74270 0.05242  -0.23
C2 -0.12097 0.78466 0.08034  -0.25
H1 -0.47941 -1.20163 -0.82499  0.21
H2 0.47703 -1.29737 0.64762  0.21
H3 0.47210 1.37527 0.80837  0.22
H4 -0.33694 1.32926 -0.76180  0.22

Calculated values
lowest unoccupied orbital energy = 0.36 eV
SMILES string = O=[N+]([O-])N1CC1
relative energy (zero: lowest compared OMol25 entry of this formula, charge and spin) = 143.17 kcal/mol

Computed, not measured: an isolated molecule of C2H4N2O2 at a distorted geometry, with wB97M-V/def2-TZVPD.

Each line ends with the natural charge from an NBO analysis.
Atoms and positions in Å:
H1 0.75352 1.23430 -1.35518  0.34
N1 0.77787 0.30475 -0.95416  -0.71
C1 1.31353 0.31091 0.19537  0.39
O1 1.02557 -0.71118 1.00805  -0.55
C2 -0.63395 -0.92737 0.89464  0.91
N2 -1.45377 -0.08181 -0.25809  -0.86
O2 -1.08706 -1.87039 1.43504  -0.46
H2 1.86532 1.16327 0.61864  0.15
H3 -1.20681 -0.37661 -1.22512  0.41
H4 -1.36253 0.94895 -0.36468  0.38

Calculated values
lowest unoccupied orbital energy = 0.09 eV
SMILES string = [H]/N=C/OC(N)=O
relative energy (zero: lowest compared OMol25 entry of this formula, charge and spin) = 98.22 kcal/mol

Computed, not measured: an isolated molecule of C2H4N2O2, with wB97M-V/def2-TZVPD.

Each line ends with the natural charge from an NBO analysis.
Atoms and positions in Å:
N1 1.80248 -0.10198 -0.09303  -0.83
C1 0.54614 -0.19605 0.44260  0.79
O1 0.32526 -0.65759 1.54480  -0.62
N2 -0.48410 0.23887 -0.39919  -0.67
C2 -1.80962 0.02632 -0.05316  0.54
O2 -2.73473 0.29408 -0.78084  -0.56
H1 2.54012 -0.29795 0.56708  0.41
H2 2.01784 0.54523 -0.83607  0.39
H3 -0.30819 0.56491 -1.34125  0.41
H4 -1.89520 -0.41585 0.94907  0.15

Calculated values
lowest unoccupied orbital energy = 0.56 eV
SMILES string = NC(=O)NC=O
relative energy (zero: lowest compared OMol25 entry of this formula, charge and spin) = 4.61 kcal/mol

Computed, not measured: an isolated molecule of C2H4N2O2, with wB97M-V/def2-TZVPD.

Each line ends with the natural charge from an NBO analysis.
Atoms and positions in Å:
N1 1.80789 -0.09185 -0.11115  -0.83
C1 0.47520 -0.15224 0.15832  0.77
O1 0.05688 -0.79872 1.12227  -0.65
N2 -0.49462 0.44210 -0.58572  -0.73
C2 -1.71952 -0.04037 0.13507  0.59
O2 -2.40437 -0.95245 -0.21499  -0.51
H1 2.33910 -0.48713 0.65206  0.41
H2 2.24106 0.63694 -0.65159  0.39
H3 -0.38225 0.84760 -1.51027  0.42
H4 -1.91937 0.59612 1.00601  0.13

Calculated values
lowest unoccupied orbital energy = 0.66 eV
SMILES string = NC(=O)NC=O
relative energy (zero: lowest compared OMol25 entry of this formula, charge and spin) = 29.93 kcal/mol

Computed, not measured: an isolated molecule of C2H4N2O2 at a distorted geometry, with wB97M-V/def2-TZVPD.

Each line ends with the natural charge from an NBO analysis.
Atoms and positions in Å:
C1 1.73112 -0.41336 -1.05061  -0.19
N1 0.58530 -0.97373 -1.21961  -0.07
O1 -0.38489 -0.74458 -0.34414  -0.37
C2 -0.07468 -0.31064 0.97504  0.24
N2 -0.51198 0.90489 1.33702  -0.10
O2 -1.38429 1.38712 0.34988  -0.55
H1 2.56150 -0.83332 -1.57881  0.22
H2 1.76919 0.20210 0.00455  0.17
H3 0.41372 -0.91688 1.68163  0.20
H4 -1.04282 1.23358 -0.52170  0.46

Calculated values
lowest unoccupied orbital energy = 0.65 eV
SMILES string = C=NO/C=N\O
relative energy (zero: lowest compared OMol25 entry of this formula, charge and spin) = 155.49 kcal/mol

Computed, not measured: an isolated molecule of C2H4N2O2 at a distorted geometry, with wB97M-V/def2-TZVPD.

Each line ends with the natural charge from an NBO analysis.
Atoms and positions in Å:
H1 2.60882 -0.31474 -0.25380  0.35
N1 1.86820 0.13610 -0.74832  -0.71
C1 0.70396 -0.13641 -0.28545  0.69
N2 0.36000 -0.99641 0.75466  -0.87
O1 -0.35145 0.58893 -1.01481  -0.51
C2 -1.51205 0.99988 -0.44258  0.66
O2 -1.94600 0.69972 0.61803  -0.58
H2 -0.62733 -0.98982 1.24628  0.44
H3 1.00820 -1.60550 1.20404  0.40
H4 -2.11235 1.61825 -1.07804  0.13

Calculated values
lowest unoccupied orbital energy = 0.81 eV
SMILES string = [H]/N=C(\N)OC=O
relative energy (zero: lowest compared OMol25 entry of this formula, charge and spin) = 41.74 kcal/mol

Computed, not measured: a 2-piece molecular cluster, C2H4N2O2 overall at a distorted geometry, with wB97M-V/def2-TZVPD.

Each line ends with the natural charge from an NBO analysis.
Atoms and positions in Å:
C1 -1.00492 1.07742 1.72336  0.88
C2 0.80300 -1.24586 -1.64701  0.03
N1 0.17027 -0.04291 -1.61941  -0.39
N2 -1.77867 1.94518 1.79824  -0.74
O1 -0.21191 0.22682 1.63047  -0.58
O2 1.26268 -0.36177 -0.62285  -0.42
H1 0.36702 -2.15289 -1.32627  0.14
H2 1.65734 -1.26329 -2.36544  0.14
H3 1.00002 -0.83508 0.18259  0.50
H4 -2.26481 2.65238 2.24632  0.44

Calculated values
lowest unoccupied orbital energy = 0.69 eV
relative energy (zero: lowest compared OMol25 entry of this formula, charge and spin) = 151.58 kcal/mol

Computed, not measured: an isolated molecule of C2H4N2O2 at a distorted geometry, with wB97M-V/def2-TZVPD.

Each line ends with the Mulliken spin population.
Atoms and positions in Å:
C1 0.27780 -0.45524 0.33972  0.46
C2 0.96537 -0.85404 -0.85919  0.03
N1 -1.56913 1.11948 1.10627  0.00
N2 -0.73882 0.71095 -0.00780  0.44
O1 0.32621 -0.96257 1.40541  0.76
O2 -0.35422 1.84004 0.80278  0.21
H1 0.47179 -1.77565 -1.34906  0.07
H2 2.11487 -1.13053 -0.68100  0.03
H3 0.94537 -0.09815 -1.53771  0.01
H4 -2.43925 1.60570 0.78057  0.00

Calculated values
expectation value of S² = 2.0140
2S+1 = 3
lowest unoccupied orbital energy (alpha / beta) = 1.08 / -3.11 eV
relative energy (zero: lowest compared OMol25 entry of this formula, charge and spin) = 120.92 kcal/mol

Computed, not measured: an isolated molecule of C2H4N2O2S at a distorted geometry, with wB97M-V/def2-TZVPD.

Each line ends with the natural charge from an NBO analysis.
Atoms and positions in Å:
O1 -1.36019 -0.48383 -2.22745  -0.54
N1 -0.21935 -0.80600 -1.52373  -0.32
C1 0.16854 -0.12512 -0.41836  0.15
N2 1.41207 -0.19700 -0.03080  -0.20
O2 1.59299 0.49749 1.15873  -0.37
C2 0.36972 0.73466 1.80241  -0.18
S1 -0.90655 0.89662 0.46469  0.21
H1 -2.05620 -1.05704 -1.84309  0.48
H2 0.50543 -0.98459 -2.19358  0.38
H3 0.31808 1.64298 2.36986  0.21
H4 0.17547 -0.11816 2.44131  0.18

Calculated values
lowest unoccupied orbital energy = 0.57 eV
SMILES string = ONC1=NOCS1
relative energy (zero: lowest compared OMol25 entry of this formula, charge and spin) = 94.50 kcal/mol

Computed, not measured: C2H4N2O2S as an isolated structure at a distorted geometry, with wB97M-V/def2-TZVPD.

Each line ends with the natural charge from an NBO analysis.
Atoms and positions in Å:
C1 0.82162 0.38527 0.85185  0.07
C2 -0.14716 0.91592 -0.08525  0.09
N1 0.33396 -0.15673 -0.52317  -0.40
N2 0.47475 -0.21222 2.06866  -0.82
O1 -1.75704 -1.42527 -1.79043  -0.90
O2 -0.73018 0.43421 -3.00052  -0.90
S1 -0.57832 -0.88680 -2.43290  1.70
H1 1.83512 0.76915 0.83052  0.19
H2 -0.86376 1.65398 -0.37145  0.23
H3 -0.49022 -0.52073 2.10548  0.38
H4 1.10124 -0.95678 2.34721  0.38

Calculated values
lowest unoccupied orbital energy = 0.29 eV
relative energy (zero: lowest compared OMol25 entry of this formula, charge and spin) = 63.90 kcal/mol

Computed, not measured: a 2-piece molecular cluster, C2H4N2O3 overall at a distorted geometry, with wB97M-V/def2-TZVPD.

Each line ends with the natural charge from an NBO analysis.
Atoms and positions in Å:
C1 1.97329 0.11768 0.31050  -0.42
N1 0.92348 0.99734 0.26235  -0.49
C2 -0.14531 1.31842 -0.10114  0.87
O1 -1.19780 1.80025 -0.29500  -0.59
H1 2.82365 0.60601 -0.21515  0.21
H2 1.88263 -0.82809 -0.20000  0.22
H3 2.26921 0.01080 1.42125  0.22
O2 -1.71112 -2.47642 -0.05542  -0.29
N2 -1.57694 -1.30981 -0.29106  0.32
O3 -2.74707 -0.58612 -0.37251  -0.54
H4 -2.49401 0.34995 -0.46382  0.51

Calculated values
lowest unoccupied orbital energy = 0.29 eV
SMILES string = CN=C=O.O=NO
relative energy (zero: lowest compared OMol25 entry of this formula, charge and spin) = 94.77 kcal/mol

Computed, not measured: C2H4N2OS as an isolated structure at a distorted geometry, with wB97M-V/def2-TZVPD.

Each line ends with the natural charge from an NBO analysis.
Atoms and positions in Å:
C1 -0.12274 -0.83529 -0.81257  0.61
C2 -0.01160 0.03542 0.55162  -0.03
H1 0.07294 0.08773 -2.92362  0.43
H2 1.05266 0.78951 -1.24069  0.42
H3 -0.89680 0.21429 2.36722  0.39
H4 -1.71706 -1.15587 1.10853  0.44
N1 0.48492 -0.07544 -1.74615  -0.85
N2 -0.54366 -0.65843 1.55763  -0.76
O1 -0.93504 -1.73975 -0.89754  -0.60
S1 0.63661 1.49492 0.67214  -0.05

Calculated values
lowest unoccupied orbital energy = -0.63 eV
relative energy (zero: lowest compared OMol25 entry of this formula, charge and spin) = 95.94 kcal/mol

Computed, not measured: an isolated molecule of C2H4N2OS at a distorted geometry, with wB97M-V/def2-TZVPD.

Each line ends with the natural charge from an NBO analysis.
Atoms and positions in Å:
N1 -0.61972 -1.11034 0.63187  -0.77
C1 -0.74762 0.21923 0.62454  0.25
S1 -1.61881 1.03753 1.74499  -0.20
N2 0.12914 0.87140 -0.21580  -0.62
C2 0.93871 0.26802 -1.13717  0.54
O1 1.07151 -0.92617 -1.36060  -0.59
H1 -1.12636 -1.62191 1.27016  0.40
H2 0.09493 -1.57019 0.06959  0.43
H3 0.29443 1.79573 -0.00585  0.42
H4 1.58378 1.03670 -1.62173  0.13

Calculated values
lowest unoccupied orbital energy = 0.30 eV
SMILES string = NC(=S)NC=O
relative energy (zero: lowest compared OMol25 entry of this formula, charge and spin) = 10.33 kcal/mol

Computed, not measured: an isolated molecule of C2H4N2OS at a distorted geometry, with wB97M-V/def2-TZVPD.

Each line ends with the natural charge from an NBO analysis.
Atoms and positions in Å:
H1 -0.06845 -3.10019 0.44499  0.40
N1 0.33803 -2.17150 0.75204  -0.71
C1 0.02698 -0.97834 0.38612  0.31
N2 0.52716 0.15710 1.20791  -0.34
O1 0.90623 1.26860 0.25440  -0.39
C2 -0.19998 1.57721 -0.40793  -0.18
S1 -0.79907 -0.06749 -1.03781  0.13
H2 1.42052 -0.05904 1.51364  0.37
H3 -0.99786 2.18448 0.17813  0.18
H4 0.16265 2.41326 -1.15585  0.22

Calculated values
lowest unoccupied orbital energy = 0.78 eV
SMILES string = [H]/N=C1/NOCS1
relative energy (zero: lowest compared OMol25 entry of this formula, charge and spin) = 97.55 kcal/mol

Computed, not measured: an isolated molecule of C2H4N2OS at a distorted geometry, with wB97M-V/def2-TZVPD.

Each line ends with the natural charge from an NBO analysis.
Atoms and positions in Å:
N1 -2.67037 -0.55922 0.10337  -0.61
N2 -1.36456 -0.39912 -0.12164  -0.27
C1 -0.81249 0.68810 0.17448  -0.15
S1 0.85273 1.00376 -0.09641  0.25
C2 1.26107 -0.67746 0.01532  0.20
O1 2.38631 -1.08387 0.09689  -0.52
H1 -2.97009 -1.43213 -0.48739  0.38
H2 -3.16398 0.27390 -0.05596  0.35
H3 -1.20432 1.64560 0.51500  0.19
H4 0.15717 -1.23201 -0.21506  0.20

Calculated values
lowest unoccupied orbital energy = 0.52 eV
SMILES string = N/N=C/SC=O
relative energy (zero: lowest compared OMol25 entry of this formula, charge and spin) = 84.67 kcal/mol

Computed, not measured: C2H4N2OS as an isolated structure at a distorted geometry, with wB97M-V/def2-TZVPD.

Each line ends with the natural charge from an NBO analysis.
Atoms and positions in Å:
C1 0.70609 0.52424 -0.30422  -0.30
C2 0.24709 -0.75560 0.50766  -0.59
N1 -0.13417 1.51086 -0.12238  -0.08
N2 -1.16302 1.33425 0.47818  -0.20
O1 -1.74895 -0.56842 -1.30789  -0.52
S1 -1.44640 -0.32888 0.89018  0.69
H1 1.82506 0.72396 -0.09298  0.23
H2 0.68119 0.18106 -1.29056  0.27
H3 0.24277 -1.72513 -0.15674  0.28
H4 0.79032 -0.89634 1.39875  0.22

Calculated values
lowest unoccupied orbital energy (alpha / beta) = -1.31 / -1.24 eV
relative energy (zero: lowest compared OMol25 entry of this formula, charge and spin) = 174.61 kcal/mol